#a
The following is a DFT calculation (the ωB97M-V functional and the def2-TZVPD basis) of one molecule with the formula C5H2N2O.

Bonds (Å) are listed after each position.
Atoms and positions in Å:
1 C -0.55447 -1.36341 -0.19518  C4 1.655, N8 1.484, O10 1.164
2 C -1.26524 0.67477 -0.59351  C3 1.520, H6 1.163, N8 1.264
3 C 0.16674 0.95963 -0.16953  C2 1.520, C4 1.325, H7 1.210
4 C 0.62282 -0.24735 0.13213  C1 1.655, C3 1.325, C5 1.341
5 C 1.84168 -0.41734 0.66572  C4 1.341, N9 1.459
6 H -1.97495 1.37020 -1.19793  C2 1.163
7 H 0.60444 2.03861 0.15804  C3 1.210
8 N -1.72298 -0.49902 -0.49691  C1 1.484, C2 1.264
9 N 2.70472 -0.00323 1.76619  C5 1.459
10 O -0.42276 -2.51286 -0.06903  C1 1.164

Output
HOMO level (eV): -10.008
LUMO energy (hartree): -0.0780
Structure (SMILES): N#CC1=CC=NC1=O
HOMO-LUMO gap (eV): 7.89

Here are the natural (NBO) charges for atoms 1 to 2, given in e:
1 C 0.71
2 C 0.13

---

#b
The following is a DFT calculation (the ωB97M-V functional and the def2-TZVPD basis) of one molecule with the formula C5H2N2O.

Bonds (Å) are listed after each position.
Atoms and positions in Å:
1 C 0.75863 0.70700 0.34926  C2 1.465, C3 1.410, H7 1.088, O10 1.413
2 C 1.46388 1.26355 -0.80824  C1 1.465, N8 1.121
3 C -0.35113 -0.09312 0.01022  C1 1.410, C4 1.215
4 C -1.31032 -0.76032 -0.32467  C3 1.215, C5 1.354
5 C -2.40200 -1.51376 -0.59415  C4 1.354, N9 1.190
6 H 1.19347 -0.58304 1.79678  O10 1.036
7 H 0.34422 1.65082 0.69634  C1 1.088
8 N 1.95188 1.67521 -1.72916  C2 1.121
9 N -3.33891 -2.22471 -0.41035  C5 1.190
10 O 1.69027 -0.12162 1.01399  C1 1.413, H6 1.036

Output
HOMO level (eV): -11.175
LUMO energy (hartree): -0.0222
Structure (SMILES): N#CC#C[C@@H](O)C#N
HOMO-LUMO gap (eV): 10.57

Here are the natural (NBO) charges for atoms 1 to 2, given in e:
1 C -0.09
2 C 0.26

---

#c
The following is a DFT calculation (the ωB97M-V functional and the def2-TZVPD basis) of one molecule with the formula C5H2N2O.

Bonds (Å) are listed after each position.
Atoms and positions in Å:
1 C 0.42406 1.08785 0.13452  C2 1.527, C4 1.770, O10 1.195
2 C 1.56515 0.09300 -0.06767  C1 1.527, C3 1.370, H6 1.143
3 C 1.02993 -1.14489 0.17310  C2 1.370, H7 1.063, N8 1.558
4 C -0.92282 -0.04614 -0.04813  C1 1.770, C5 1.557, N8 1.239
5 C -2.46199 0.15619 -0.16333  C4 1.557, N9 1.262
6 H 2.63206 0.49643 0.00169  C2 1.143
7 H 1.38043 -2.14103 0.05252  C3 1.063
8 N -0.49180 -1.20245 -0.15571  C3 1.558, C4 1.239
9 N -3.65388 0.43751 0.14132  C5 1.262
10 O 0.49887 2.26355 -0.06831  C1 1.195

Output
HOMO level (eV): -10.538
LUMO energy (hartree): -0.0619
Structure (SMILES): N#CC1=NC=CC1=O
HOMO-LUMO gap (eV): 8.85

Here are the natural (NBO) charges for atoms 1 to 2, given in e:
1 C 0.56
2 C -0.34

---

Which of them is the most stable? Correct choice: #b.

---

#a
The following is a DFT calculation (the ωB97M-V functional and the def2-TZVPD basis) of one molecule with the formula C3HClF2.

Bonds (Å) are listed after each position.
Atoms and positions in Å:
1 C 0.40035 -0.14252 -0.06092  C2 1.321, C3 1.485, H7 1.049
2 C 1.66336 0.23472 0.02250  C1 1.321, C3 1.489, Cl6 1.671
3 C 1.40625 -1.23226 0.00594  C1 1.485, C2 1.489, F4 1.350, F5 1.361
4 F 1.55083 -1.98939 1.11388  C3 1.350
5 F 1.48177 -1.99744 -1.11682  C3 1.361
6 Cl 3.03408 1.19020 0.00978  C2 1.671
7 H -0.60076 0.13250 0.08710  C1 1.049

Output
HOMO level (eV): -10.552
LUMO energy (hartree): 0.0256
Structure (SMILES): FC1(F)C=C1Cl
HOMO-LUMO gap (eV): 11.25

Here are the natural (NBO) charges for atoms 1 to 2, given in e:
1 C -0.21
2 C -0.09

---

#b
The following is a DFT calculation (the ωB97M-V functional and the def2-TZVPD basis) of a 2-piece molecular cluster, C3HClF2 overall.

Bonds (Å) are listed after each position.
Atoms and positions in Å:
1 C -0.28915 -1.35506 -0.23866  C2 1.222, H7 1.084
2 C -0.34575 -0.22055 0.21276  C1 1.222, C3 1.305
3 C -0.41668 1.04111 0.53808  C2 1.305, F4 1.352, Cl6 1.696
4 F -0.90969 1.44216 1.73108  C3 1.352
5 F 2.30623 -0.94504 -1.04974  no bonds
6 Cl 0.20547 2.29651 -0.41742  C3 1.696
7 H -0.55043 -2.25913 -0.77611  C1 1.084

Output
HOMO level (spin up / spin down) (eV): -9.026 / -9.015
LUMO energy (spin up / spin down) (hartree): -0.1283 / -0.1284
HOMO-LUMO gap (spin up / spin down) (eV): 5.53 / 5.52

Here are the natural (NBO) charges for atoms 1 to 2, given in e:
1 C 0.25
2 C -0.25

---

Which of them is the most stable? Correct choice: #a.